{"formula": "C50H59Br2CsN9O4", "method": "the ωB97M-V functional and the def2-TZVPD basis", "lumo_energy_ha": 0.073, "relative_energy_kcal_mol": 15.82, "max_force_ev_per_a": 0.94, "e_homo_ev": -4.191, "charge": -1, "orbital_gap_ev": 6.18, "symbols": ["Cs", "Br", "Br", "O", "O", "O", "O", "N", "N", "N", "N", "N", "N", "N", "N", "N", "C", "C", "C", "C", "C", "C", "C", "C", "C", "C", "C", "C", "C", "C", "C", "C", "C", "C", "C", "C", "C", "C", "C", "C", "C", "C", "C", "C", "C", "C", "C", "C", "C", "C", "C", "C", "C", "C", "C", "C", "C", "C", "C", "C", "C", "C", "C", "C", "C", "C", "H", "H", "H", "H", "H", "H", "H", "H", "H", "H", "H", "H", "H", "H", "H", "H", "H", "H", "H", "H", "H", "H", "H", "H", "H", "H", "H", "H", "H", "H", "H", "H", "H", "H", "H", "H", "H", "H", "H", "H", "H", "H", "H", "H", "H", "H", "H", "H", "H", "H", "H", "H", "H", "H", "H", "H", "H", "H", "H"], "coordinates": [[0.057, 1.110, 0.180], [0.021, 4.977, -1.252], [2.197, 3.490, 0.700], [-0.710, -4.600, -3.055], [3.452, -1.143, -1.224], [3.126, 1.417, 1.317], [3.746, -0.831, -5.671], [-1.755, -0.009, 3.647], [-3.663, 0.415, -1.244], [-0.037, -2.139, -2.908], [1.758, -1.267, -4.054], [-3.271, 1.653, -1.546], [-2.669, 3.274, 1.348], [-0.169, -1.562, 1.920], [-0.454, 2.403, 3.536], [1.049, -0.253, -2.046], [-0.885, 0.332, 4.741], [-0.410, 1.770, 4.702], [3.534, -4.539, -3.870], [2.689, 0.868, 2.496], [2.656, -2.320, -4.241], [4.878, -0.466, -6.427], [2.178, 0.589, -2.140], [-0.579, -3.500, 3.246], [-2.948, 4.564, 1.179], [-1.200, -5.886, -3.351], [-4.195, 5.121, 1.413], [0.449, 3.706, 5.809], [2.990, 1.748, 3.713], [4.528, 0.979, -1.719], [-4.939, 2.939, 2.007], [-0.072, 3.675, 3.490], [2.063, 1.896, -2.587], [0.391, -4.204, 2.551], [-5.506, 1.569, -1.372], [-1.536, -1.680, -0.957], [4.671, -3.063, -5.379], [4.396, 2.275, -2.209], [-1.988, -1.423, 3.511], [-1.345, -3.894, -2.044], [-2.263, -4.475, -1.190], [-2.456, -2.340, -0.111], [-2.960, 0.793, 3.522], [-5.216, 4.282, 1.831], [3.332, -0.510, 2.716], [-3.296, 1.033, 2.032], [-0.837, -2.183, 2.885], [0.762, -2.242, 1.260], [0.385, 4.375, 4.595], [3.726, -2.087, -5.129], [4.571, -4.304, -4.750], [2.586, -3.554, -3.608], [1.444, 5.193, 0.078], [-0.999, -2.533, -1.921], [-3.649, 2.469, 1.766], [3.429, 0.138, -1.684], [-4.377, 2.376, -1.633], [-4.999, 0.304, -1.131], [0.039, 2.387, 5.866], [-4.314, 3.824, -1.995], [-5.661, -0.988, -0.785], [0.911, -1.178, -2.917], [-2.822, -3.672, -0.198], [4.661, -1.586, -0.643], [1.076, -3.565, 1.532], [3.170, 2.738, -2.640], [4.470, -2.593, -0.277], [-5.107, -1.830, -1.199], [-0.001, -0.315, 4.684], [-1.145, -3.963, 4.046], [0.606, -5.236, 2.801], [0.059, 1.834, 6.798], [2.214, 5.781, -0.409], [4.728, 0.571, -6.716], [-2.938, -1.763, 0.683], [5.311, -5.068, -4.951], [-4.184, 3.956, -3.072], [0.808, 4.209, 6.699], [0.999, 5.747, 0.898], [-1.350, 0.144, 5.729], [-0.004, -2.745, -3.711], [-3.471, 4.303, -1.497], [2.498, 2.716, 3.632], [1.588, 0.684, 2.467], [-2.780, 1.757, 3.995], [5.792, -0.548, -5.832], [5.483, 0.649, -1.336], [-2.278, -5.867, -3.538], [1.085, 2.254, -2.888], [-2.533, -5.518, -1.277], [3.052, 3.758, -2.984], [0.690, 5.408, 4.501], [-5.714, -1.135, 0.298], [3.174, -1.134, 1.835], [2.921, -1.034, 3.588], [1.837, -4.071, 0.953], [-3.810, 0.336, 4.055], [1.793, -3.747, -2.900], [5.465, -1.623, -1.386], [-0.680, -6.216, -4.249], [-2.263, -1.900, 4.470], [1.281, -1.711, 0.466], [-3.545, -4.100, 0.492], [-2.391, 0.782, 1.485], [-4.358, 6.179, 1.252], [-2.919, -0.299, -1.169], [5.260, 2.928, -2.213], [3.453, -5.493, -3.363], [-4.103, 0.387, 1.679], [-2.129, 5.179, 0.819], [4.070, 1.925, 3.748], [5.490, -2.868, -6.056], [-2.846, -1.557, 2.846], [-5.712, 2.245, 2.315], [-6.212, 4.668, 2.010], [-0.141, 4.149, 2.517], [4.974, -1.083, -7.325], [2.172, -0.374, -4.283], [-6.679, -1.011, -1.175], [4.412, -0.386, 2.855], [-6.544, 1.862, -1.369], [-0.994, -6.591, -2.539], [4.949, -0.939, 0.189], [-5.227, 4.342, -1.699], [2.682, 1.276, 4.653]], "mulliken_charge": [1.4694, -0.2162, 0.2348, -0.3846, 0.5660, -0.7619, -0.3625, 1.4341, 0.8581, -0.0491, -0.3181, -0.8515, 0.9455, 1.2289, 0.8556, 0.6188, -1.0482, 0.7166, -1.3166, 2.6780, 0.0431, -1.0848, -1.6196, -1.2085, -0.4626, -1.1139, -0.8193, -0.6408, -1.4382, -0.3741, -0.7265, -0.4659, 0.1803, -0.9425, -1.2620, 0.1579, -0.5576, -0.9180, -1.7933, 1.1964, -0.8127, 0.2520, -2.0501, -0.7382, -1.2843, 1.7377, 0.9766, -0.6128, -0.8291, 1.2739, -0.7681, -0.2760, -0.8066, -1.1010, -0.5495, 0.8635, 0.7780, 0.8520, -1.2280, -1.0543, -1.2281, -0.5981, -1.8457, -1.4303, -0.9044, -0.9378, 0.2253, 0.2317, 0.3698, 0.4922, 0.3863, 0.4783, 0.5007, 0.2684, 0.9826, 0.3819, 0.3101, 0.3733, 0.4028, 0.3265, 0.4673, 0.0949, 0.0857, -1.5800, 0.7521, 0.4140, 0.4613, 0.4012, 0.5879, 0.4148, 0.4584, 0.4585, 0.1630, -0.1349, 0.2888, 0.6193, 0.4048, 0.6208, 0.3779, 0.2578, 0.1455, 0.1696, 0.4474, -1.3844, 0.4312, -0.0715, 0.4139, 0.4063, 0.6127, 0.2161, 0.4455, 0.3902, 0.5606, 0.5135, 0.3985, 0.2784, 0.3674, 0.6074, 0.4203, 0.4964, 0.3727, 0.3655, 0.3548, 0.2878, 0.2846]}

=====

{"formula": "C50H59N7O2S2Ti", "method": "the ωB97M-V functional and the def2-TZVPD basis", "lumo_energy_ha": [-0.123, -0.129], "max_force_ev_per_a": 2.91, "e_homo_ev": [-8.503, -9.166], "s2": 0.776, "multiplicity": 2, "charge": 1, "orbital_gap_ev": [5.16, 5.67], "symbols": ["Ti", "S", "S", "O", "O", "N", "N", "N", "N", "N", "N", "N", "C", "C", "C", "C", "C", "C", "C", "C", "C", "C", "C", "C", "C", "C", "C", "C", "C", "C", "C", "C", "C", "C", "C", "C", "C", "C", "C", "C", "C", "C", "C", "C", "C", "C", "C", "C", "C", "C", "C", "C", "C", "C", "C", "C", "C", "C", "C", "C", "C", "C", "H", "H", "H", "H", "H", "H", "H", "H", "H", "H", "H", "H", "H", "H", "H", "H", "H", "H", "H", "H", "H", "H", "H", "H", "H", "H", "H", "H", "H", "H", "H", "H", "H", "H", "H", "H", "H", "H", "H", "H", "H", "H", "H", "H", "H", "H", "H", "H", "H", "H", "H", "H", "H", "H", "H", "H", "H", "H", "H"], "coordinates": [[-0.117, 0.460, 0.062], [-0.281, 7.361, -1.693], [0.117, -4.441, -2.764], [-1.952, 1.472, -0.684], [-0.761, 1.504, 1.456], [-3.004, -2.689, -0.981], [-2.261, -0.887, -2.244], [-1.659, -1.000, -0.029], [0.379, 2.305, -0.862], [0.429, -0.190, -1.761], [-2.353, 2.389, 0.118], [-1.711, 2.411, 1.225], [1.407, 0.063, 1.688], [4.299, 0.753, 1.518], [0.135, 4.683, -1.202], [-2.953, 4.326, 2.059], [0.321, 2.129, -2.215], [-1.857, 3.469, 2.133], [2.223, -0.137, 0.521], [0.260, 1.669, -4.983], [0.382, -0.760, -4.521], [-3.387, -2.149, 1.327], [-0.926, 4.780, 3.917], [2.010, -4.381, 2.642], [1.530, -2.211, 1.345], [1.040, -1.215, 2.240], [0.082, 4.493, -2.591], [0.172, 2.936, -4.519], [0.065, 0.086, 4.202], [0.138, -5.112, -5.235], [0.194, 3.217, -3.118], [0.316, 3.547, -0.398], [-2.309, -1.528, -1.049], [0.149, -4.292, 0.951], [3.486, 0.671, 0.209], [0.449, -1.439, -2.216], [0.355, 0.555, -4.091], [0.153, 6.435, 0.661], [1.536, -3.746, 1.326], [-0.415, -2.326, 4.108], [-3.311, -3.275, 0.307], [-2.899, -1.344, -3.463], [-2.041, -1.430, 1.313], [-0.236, 8.455, -0.381], [0.625, -1.263, 3.710], [-2.009, 5.642, 3.840], [0.380, 0.811, -2.694], [-3.541, -3.319, -2.172], [0.006, 7.826, 0.801], [-0.848, 3.690, 3.072], [3.240, 2.098, -0.280], [4.344, -0.049, -0.839], [-3.021, 5.407, 2.919], [2.197, -1.530, 0.312], [0.032, 6.005, -0.638], [1.924, -1.491, 4.510], [0.024, -5.639, -3.988], [0.411, -1.796, -3.566], [2.510, -4.275, 0.253], [0.317, -3.180, -3.957], [0.302, -3.716, -5.221], [-4.065, -2.263, -3.135], [-1.262, -2.084, 1.712], [2.598, 2.636, 0.415], [0.353, -0.984, -5.574], [2.329, -2.480, 4.340], [-0.104, -6.664, -3.705], [0.101, -5.698, -6.135], [-2.552, -4.009, 0.600], [-0.240, -3.756, 0.086], [5.302, 1.122, 1.314], [2.180, -4.027, -0.753], [-2.092, -0.535, 1.948], [-4.447, -2.726, -4.043], [-4.269, -3.792, 0.229], [0.247, 1.463, -6.044], [0.423, -3.134, -6.117], [1.509, 0.947, 2.303], [4.379, -0.227, 1.982], [0.218, -5.346, 0.691], [-2.044, 0.100, -2.177], [2.712, -2.010, -0.498], [-0.042, 5.340, -3.248], [3.025, -4.059, 2.866], [2.565, -5.361, 0.318], [-2.761, -3.917, -2.661], [2.023, -5.465, 2.541], [0.082, 8.343, 1.739], [0.854, 0.828, 4.301], [0.093, 3.769, -5.199], [1.727, -1.373, 5.574], [-2.169, -1.890, -4.078], [1.368, -4.136, 3.477], [-0.368, -0.054, 5.190], [4.699, -1.003, -0.456], [-3.232, -0.471, -4.025], [3.514, -3.889, 0.412], [4.187, 2.631, -0.347], [0.349, 5.789, 1.497], [5.215, 0.558, -1.079], [-3.731, 4.133, 1.340], [-2.065, 6.493, 4.501], [2.677, -0.762, 4.215], [0.432, 3.673, 0.673], [-0.360, -3.220, 3.499], [3.781, -0.219, -1.755], [-0.006, 3.014, 3.119], [-0.394, 9.498, -0.568], [2.789, 2.088, -1.272], [-0.132, 4.962, 4.628], [-4.874, -1.702, -2.663], [0.487, -2.218, -1.461], [-4.342, -3.996, -1.869], [-0.253, -2.619, 5.144], [3.829, 1.433, 2.225], [-0.705, 0.472, 3.536], [-1.425, -1.925, 4.040], [-3.600, -2.533, 2.323], [-4.184, -1.459, 1.042], [-3.871, 6.072, 2.874], [-0.555, -4.203, 1.774]], "mulliken_charge": [-1.9257, -0.2280, 0.2665, -0.1759, 0.2696, 0.2903, 0.3983, 0.9887, 1.7249, 2.0603, -1.5055, 0.9002, -2.1949, -1.5079, 0.2860, -0.5913, 0.0558, 0.6728, 2.2399, -1.3457, -0.5181, -0.9616, -1.0360, -2.1865, 0.9781, 1.2313, -0.7824, -1.0351, -1.9300, -0.7726, 0.0142, -1.2282, -0.4264, -1.1004, 1.6617, -0.1132, 0.6221, -0.2333, 1.8237, -1.6497, -0.6345, -0.4683, 0.7408, -0.3453, 1.7508, -0.6099, -0.5613, -0.3998, -0.7963, -0.0832, -1.3614, -1.8814, -0.6567, -1.2710, 0.5355, -1.6684, -0.5328, -0.0242, -2.0431, 1.0398, -0.5519, -0.8901, -1.1649, 0.0459, 0.4299, 0.2372, 0.4926, 0.4556, 0.0518, -0.3447, 0.4474, 0.3628, -0.2099, 0.4640, 0.5724, 0.5179, 0.5038, 1.0721, 0.2317, 0.6908, 0.2317, 0.6537, 0.4969, 0.3845, 0.4850, -0.0265, 0.5301, 0.4318, 0.2842, 0.5540, 0.5531, 0.1621, 0.3247, 0.5641, 0.3517, 0.3818, 0.3178, 0.6850, 0.5590, 0.4464, 0.5285, 0.4568, 0.2247, 0.5782, 0.0790, 0.2632, 0.3776, 0.4764, 0.1002, 0.4764, 0.3206, -1.6428, 0.4266, 0.4950, 0.2255, 0.1913, 0.3434, 0.5010, 0.4088, 0.4415, 0.1774]}